{
  "formula": "CHF2IO",
  "method": "ωB97M-V with the def2-TZVPD basis set",
  "elements": ["C", "O", "F", "F", "I", "H"],
  "xyz": [[-0.03375, -1.17606, 0.26549], [0.68890, 2.03806, -0.52421], [-0.06540, -1.53411, 1.55647], [-0.94611, -1.91170, -0.38177], [-0.85661, 1.05516, 0.27329], [1.21296, 1.52865, -1.18927]],
  "forces_ev_per_angstrom": [[2.1, -1.1, -0.7], [0.1, -0.9, -0.1], [-0.7, -0.2, -0.4], [-0.2, 0.1, 0.8], [-0.4, 2.1, -0.3], [-0.8, 0.0, 0.7]],
  "relative_energy_ev": 4.311,
  "lumo_energy_ev": [-1.402, -1.402],
  "orbital_gap_ev": [7.224, 7.223]
}